(1)
# C3H4IN2O

A gas-phase ion, C3H4IN2O (charge +1) in a non-equilibrium geometry (ωB97M-V/def2-TZVPD, OMol25).

```
11
Properties=species:S:1:pos:R:3:forces:R:3:nbo_charge:R:1
C -0.4380 -2.2470 -0.4113 -1.0185 3.9859 2.7187 0.373
N -0.6631 -1.2489 0.1854 0.5489 -3.7317 -3.0811 -0.178
C -1.0994 -0.1128 0.6676 0.4583 2.8872 0.5278 -0.267
C -0.5573 1.1415 0.5352 -0.6235 1.2559 0.5588 0.325
O 0.3824 1.6242 -0.1828 2.1105 0.9033 -1.3991 -0.297
N 1.1383 0.7678 -1.0473 -0.3161 -1.8457 0.9977 -0.481
I 2.6924 -0.1577 0.0851 -0.5445 0.6034 -0.6256 0.322
H -0.0599 -3.2147 -0.3291 0.6155 -1.4191 -0.4159 0.271
H -1.9942 0.0116 1.2024 -1.1975 -1.1129 0.7555 0.274
H -0.9494 2.0873 1.0676 -0.0786 -2.1424 -0.4990 0.259
H 1.5481 1.3487 -1.7730 0.0456 0.6163 0.4621 0.399
```
Forces are in eV/Å.

- E_LUMO (eV) = -5.5829
- HOMO-LUMO gap (eV) = 8.0
- energy above the lowest of the compared OMol25 structures with the same formula, charge and spin (kcal per mole) = 98.0
- SMILES string = C#[N+]/C=C\ONI
- E_HOMO (eV) = -13.61
- energy (Eh) = -598.708647
- net charge = +1

***

(2)
# C12H24Cl2LiO11

A molecular structure, C12H24Cl2LiO11 in a non-equilibrium geometry (ωB97M-V/def2-TZVPD, OMol25).

```
50
Properties=species:S:1:pos:R:3:forces:R:3:nbo_charge:R:1
Li -8.2891 -14.2429 8.9042 -0.3906 0.4633 -0.4756 0.871
Cl -8.5001 -11.7733 7.4413 0.3526 -0.1381 -0.1199 2.557
O -8.4016 -11.8359 8.8904 -0.0238 0.0632 0.1311 -0.897
O -7.2740 -11.2287 6.8986 -0.1024 0.1082 0.0157 -0.881
O -8.6501 -13.1406 6.9727 -0.2624 -0.3000 -0.1034 -0.904
O -9.6139 -10.9790 7.0364 -0.0511 0.0617 0.0529 -0.826
Cl -11.8322 -14.9085 9.4210 0.0665 -0.3230 0.1277 2.559
O -10.4449 -14.5246 9.6340 0.2175 0.1406 -0.1210 -0.919
O -12.5104 -13.9104 8.6545 -0.0366 0.1285 -0.1270 -0.843
O -11.8506 -16.1766 8.7200 -0.0598 0.0216 -0.0003 -0.892
O -12.4586 -15.0595 10.7111 -0.0252 -0.0375 0.0757 -0.875
C -8.2062 -17.7396 6.4963 -0.0876 -0.1584 0.1109 -0.436
C -6.8703 -17.7747 7.2777 -0.1125 0.0041 -0.4717 -0.428
C -7.2296 -17.0565 8.5734 0.0538 -1.1240 0.3841 -0.071
O -8.2046 -16.1180 8.2240 0.1989 0.5289 0.0068 -0.568
C -9.0699 -16.7267 7.2585 -0.4582 0.3133 0.0899 -0.087
H -8.7132 -18.7053 6.5263 0.1499 -0.0657 -0.0173 0.203
H -8.0462 -17.5032 5.4461 -0.0564 0.2199 0.0288 0.211
H -6.0928 -17.2450 6.7263 -0.0304 0.0562 0.0375 0.202
H -6.5447 -18.8065 7.4057 0.1323 0.0671 0.2604 0.205
H -6.4166 -16.5780 9.1185 0.0782 0.2330 -0.2708 0.197
H -7.6513 -17.8161 9.2582 -0.1007 0.1829 0.0004 0.156
H -9.5137 -15.9197 6.6774 0.2185 -0.0038 -0.1463 0.222
H -9.9062 -17.1868 7.7909 0.1520 -0.1440 -0.0097 0.212
C -3.9957 -12.8184 8.1695 -0.0697 0.1203 -0.2425 -0.433
C -4.3623 -13.3476 6.7835 0.1199 -0.6832 -0.1939 -0.428
C -5.5748 -14.2317 7.0806 -0.0064 0.5340 -0.3153 -0.062
O -6.2168 -13.6421 8.1970 -0.0007 -0.4875 0.5399 -0.561
C -5.3570 -12.7201 8.8538 0.1851 0.3584 0.1727 -0.068
H -3.5030 -11.8499 8.0963 0.0487 0.0031 0.1733 0.214
H -3.3388 -13.5121 8.6974 0.0207 -0.0314 -0.0487 0.191
H -3.5750 -13.9626 6.3386 0.0905 0.1538 0.0314 0.198
H -4.6022 -12.5601 6.0717 -0.1607 0.1411 0.1899 0.221
H -5.2477 -15.2535 7.3100 -0.1135 0.0030 0.0624 0.147
H -6.3027 -14.2322 6.2676 0.0333 -0.1888 -0.0064 0.213
H -5.3081 -12.9718 9.9153 0.0326 -0.0666 -0.0130 0.166
H -5.7717 -11.7141 8.7559 -0.1005 -0.1323 -0.0339 0.212
C -7.6226 -15.2548 12.8986 0.2366 0.0431 -0.0052 -0.427
C -7.8151 -13.7529 13.0778 -0.5345 0.1057 0.1124 -0.434
C -7.7502 -13.2036 11.6360 -0.2498 0.2131 0.9846 -0.061
O -7.9494 -14.3293 10.7861 0.5519 -0.1197 -0.1698 -0.582
C -8.3035 -15.4728 11.5539 -0.3767 -0.2004 0.6340 -0.068
H -8.0485 -15.8333 13.7176 -0.1287 -0.0578 -0.0978 0.212
H -6.5638 -15.5234 12.8216 0.0014 0.1141 0.0073 0.190
H -7.1753 -13.2734 13.8191 0.3880 -0.0386 -0.3282 0.208
H -8.8269 -13.5648 13.4518 -0.0161 -0.1888 -0.0591 0.206
H -6.8018 -12.7222 11.4080 0.0390 -0.0841 -0.1575 0.176
H -8.5564 -12.4799 11.5180 0.0668 0.0049 -0.4242 0.207
H -7.9764 -16.3818 11.0565 0.1075 0.1054 -0.2199 0.185
H -9.3915 -15.5251 11.6597 0.0131 0.0812 -0.0512 0.208
```
Forces are in eV/Å.

- E_LUMO (eV) = 2.2330
- HOMO-LUMO gap (eV) = 8.5
- energy above the lowest of the compared OMol25 structures with the same formula, charge and spin (kcal per mole) = 1.1
- E_HOMO (eV) = -6.29
- energy (Eh) = -2226.827711
- net charge = -1

***

(3)
# C57H50N6O10S5Ti

A molecular structure, C57H50N6O10S5Ti in a non-equilibrium geometry (ωB97M-V/def2-TZVPD, OMol25).

```
129
Properties=species:S:1:pos:R:3:forces:R:3:nbo_charge:R:1
Ti -0.2755 1.3180 1.5036 -2.7829 0.1155 -2.2161 2.006
O 2.2128 -0.6153 4.0917 -0.3984 0.3338 -0.1393 -0.930
S 1.7404 0.5648 3.4245 2.3112 -0.8886 1.7485 2.427
O 2.5536 1.0546 2.3550 -0.0570 -0.0628 0.1771 -0.883
O 0.3015 0.4034 2.9567 0.0911 -1.0346 0.7684 -1.029
C 1.3353 1.7459 4.7142 -0.0161 -0.4514 -0.1625 -0.340
C 1.1319 1.2462 5.9898 0.2536 -0.0811 -0.0287 -0.177
C 0.5155 2.0316 6.9514 0.0095 0.1100 -0.0831 -0.201
C 0.0496 3.2955 6.6206 0.0837 -0.1356 -0.0516 -0.182
C 0.2437 3.7871 5.3394 0.0308 0.1382 -0.2318 -0.200
C 0.8939 3.0123 4.3937 0.1903 0.2434 -0.3953 -0.236
S 1.2790 3.7186 2.7971 0.7185 3.0975 2.0094 2.438
O 2.6927 3.9098 2.7408 -0.1263 -0.6247 -0.3402 -0.897
O 0.4970 4.9298 2.7122 0.2467 -0.7270 0.1019 -0.964
O 0.7622 2.7080 1.8153 1.4816 1.4682 -0.1999 -1.003
H 1.4648 0.2422 6.1967 -0.0173 -0.1197 0.1000 0.252
H 0.3929 1.6572 7.9564 -0.0508 -0.0889 0.0633 0.219
H -0.4625 3.8923 7.3601 -0.0257 0.0905 0.0278 0.219
H -0.0989 4.7640 5.0368 -0.0590 0.1270 0.0592 0.251
S -1.9517 6.0661 1.6632 -0.1009 -0.0728 -0.1814 0.393
C -0.7724 6.2628 0.4167 -0.0418 -0.4172 -0.1086 -0.197
C -0.1905 7.4234 -0.0635 -0.0044 0.0677 -0.0172 -0.217
C 0.8125 7.3081 -1.0058 -0.0425 0.0967 -0.0353 -0.206
C 1.2241 6.0569 -1.4656 0.0787 -0.0091 -0.0731 -0.228
C 0.6405 4.8973 -1.0021 0.0056 -0.0758 0.0669 -0.159
C -0.3761 4.9918 -0.0552 0.0793 1.0107 -0.2058 0.086
N -1.0146 3.9447 0.5363 -0.7745 -0.3014 0.5158 -0.476
C -1.7972 4.3246 1.4855 -0.0502 0.8841 -0.6355 0.159
C -2.3873 3.4295 2.4578 -0.0101 -0.4404 0.1882 -0.142
C -3.3911 3.9179 3.2989 0.1322 -0.1793 -0.2082 -0.182
C -3.8490 3.1627 4.3560 -0.0116 0.0308 -0.0039 -0.203
C -3.2817 1.9210 4.5889 0.1106 -0.0818 -0.1324 -0.213
C -2.2983 1.4316 3.7425 0.1153 -0.2932 -0.0299 -0.151
C -1.8379 2.1414 2.6304 -0.2826 0.4585 0.3777 -0.378
H -0.4987 8.3855 0.3138 0.0070 0.1465 0.0100 0.218
H 1.2943 8.1996 -1.3828 0.0173 0.0306 -0.0040 0.214
H 2.0282 5.9958 -2.1848 0.0505 -0.0064 -0.0371 0.215
H 0.9804 3.9248 -1.3226 0.0331 -0.0364 -0.0780 0.229
H -3.8019 4.8978 3.0997 -0.0630 0.0857 0.0813 0.216
H -4.6217 3.5473 5.0033 -0.0958 0.0262 0.0726 0.214
H -3.6025 1.3288 5.4327 -0.0169 -0.0900 0.1105 0.210
H -1.8646 0.4640 3.9728 -0.0576 0.1755 -0.0377 0.221
S 2.1542 0.7416 -1.9427 0.2957 -0.4616 -0.1617 0.004
C 2.1389 -0.6267 -2.8695 1.2407 1.4433 0.3354 0.023
N 3.1496 -0.9400 -3.7141 -0.3793 -0.0468 -0.0342 -0.396
C 3.3693 -2.3172 -4.0899 -0.2493 -0.4644 -0.1202 -0.226
C 2.0533 -2.9586 -4.4917 0.5375 0.0856 -0.2238 -0.219
N 1.0415 -2.7019 -3.4924 0.2515 0.3989 0.2624 -0.377
C 0.0157 -3.7149 -3.3569 -0.3176 -0.2046 0.1005 -0.268
C 0.5169 -4.8569 -2.5095 0.0734 -0.0680 -0.1548 0.038
C 0.9430 -4.6111 -1.2086 0.2374 -0.0340 -0.0703 -0.231
C 1.3894 -5.6510 -0.4152 0.1277 0.0791 -0.0068 -0.188
C 1.4172 -6.9436 -0.9104 0.0539 -0.0908 -0.0191 -0.212
C 0.9958 -7.1944 -2.2041 0.0069 -0.1817 0.0609 -0.218
C 0.5490 -6.1544 -3.0007 -0.0911 0.1446 -0.0415 -0.243
C 0.9965 -1.5505 -2.8006 -1.5872 -0.7733 0.0086 0.070
S -0.3553 -1.0978 -1.9466 0.0890 -0.3044 -0.1133 -0.123
C 4.1874 0.0113 -4.0520 0.1371 0.2380 -0.0570 -0.256
C 4.2959 0.1497 -5.5486 0.1301 -0.1204 -0.0409 -0.050
C 3.1838 0.5360 -6.2895 0.0468 -0.0024 0.0405 -0.158
C 3.2689 0.6751 -7.6625 -0.0966 0.0231 0.0004 -0.222
C 4.4670 0.4273 -8.3124 0.0770 0.0000 -0.0825 -0.213
C 5.5747 0.0290 -7.5849 0.0387 0.0083 -0.1344 -0.205
C 5.4875 -0.1147 -6.2103 -0.0646 0.0585 0.0903 -0.210
H 3.8088 -2.8731 -3.2497 0.0139 0.0610 -0.0752 0.204
H 4.0645 -2.3454 -4.9299 -0.0468 -0.0151 0.0359 0.229
H 2.1805 -4.0390 -4.5919 0.0078 0.0667 0.0428 0.224
H 1.7183 -2.5569 -5.4596 0.0431 -0.0645 0.0860 0.201
H -0.2701 -4.0625 -4.3538 0.0136 0.0042 0.0261 0.203
H -0.8481 -3.2428 -2.8793 0.1019 -0.1074 -0.2106 0.259
H 0.9108 -3.6107 -0.8041 -0.0006 0.1860 0.0599 0.240
H 1.7000 -5.4526 0.5982 0.0449 0.0481 0.1409 0.222
H 1.7679 -7.7554 -0.2911 0.0200 -0.0751 0.0774 0.215
H 1.0138 -8.2015 -2.5948 0.0140 -0.0780 -0.0342 0.213
H 0.2152 -6.3576 -4.0090 -0.0356 0.0091 -0.1240 0.205
H 5.1469 -0.3048 -3.6307 -0.0287 0.0467 0.0817 0.206
H 3.9052 0.9672 -3.5987 0.1802 -0.2486 -0.0353 0.266
H 2.2524 0.7322 -5.7785 -0.1327 0.0412 0.0710 0.207
H 2.4020 0.9829 -8.2289 -0.0677 0.0319 -0.0314 0.214
H 4.5363 0.5497 -9.3828 0.0080 -0.0154 -0.0951 0.215
H 6.5083 -0.1717 -8.0893 0.0778 -0.0169 -0.0359 0.215
H 6.3560 -0.4279 -5.6482 0.0766 -0.0223 0.0900 0.212
O -3.6179 0.2275 1.1284 -0.0163 -0.0680 -0.0186 -0.633
C -2.7016 -0.5306 1.3808 -1.1803 0.0588 -0.2559 0.801
N -2.8267 -1.7625 1.9488 0.2214 -0.0758 0.1743 -0.643
C -1.5444 -2.3936 2.1740 -0.0608 0.0274 0.1154 0.022
C -0.6427 -1.3926 1.4043 0.3259 -1.2654 -0.4969 0.712
O 0.5324 -1.5406 1.1293 -0.2228 -0.1007 0.2055 -0.582
N -1.3736 -0.3055 1.0805 -0.3893 -0.2355 0.2972 -0.848
C -1.5423 -3.7856 1.5884 0.0931 -0.1749 -0.0863 -0.051
C -1.7666 -3.9084 0.2229 -0.0930 -0.0957 0.1508 -0.146
C -1.8580 -5.1572 -0.3602 -0.2736 0.0774 -0.0118 -0.221
C -1.7121 -6.2969 0.4118 -0.0851 -0.0709 -0.0359 -0.213
C -1.4847 -6.1798 1.7713 -0.0659 -0.1420 -0.0290 -0.199
C -1.4130 -4.9303 2.3639 0.0154 0.1326 -0.0036 -0.221
C -1.0920 -2.3371 3.6191 -0.0354 -0.1092 0.2636 0.057
C -1.9058 -1.8257 4.6225 0.0091 -0.1763 -0.0662 -0.271
C -1.4397 -1.7505 5.9252 -0.0757 0.0328 0.0793 -0.205
C -0.1752 -2.2177 6.2396 -0.0207 -0.0315 0.0966 -0.229
C 0.6294 -2.7505 5.2462 -0.0671 -0.0582 0.0141 -0.173
C 0.1789 -2.7970 3.9405 -0.0800 -0.0084 0.1099 -0.213
H -3.7007 -2.1193 2.2945 -0.0129 0.0809 -0.1086 0.419
H -1.8709 -3.0089 -0.3670 -0.0167 0.0454 -0.1869 0.215
H -2.0419 -5.2432 -1.4199 -0.0141 -0.0331 -0.1149 0.211
H -1.7746 -7.2681 -0.0554 0.0067 -0.1127 -0.0010 0.215
H -1.3807 -7.0643 2.3819 0.0144 -0.0945 0.0521 0.212
H -1.2677 -4.8501 3.4314 0.0409 -0.0059 0.0235 0.227
H -2.9083 -1.4913 4.3932 0.0090 0.0735 -0.0140 0.217
H -2.0710 -1.3222 6.6925 -0.0278 -0.0339 0.0606 0.210
H 0.1784 -2.1738 7.2599 0.0433 0.0188 0.0786 0.211
H 1.6168 -3.1134 5.4830 0.1261 0.0087 0.0130 0.219
H 0.8170 -3.1800 3.1609 0.1194 -0.0144 -0.1151 0.237
O -0.2603 2.2460 -2.5286 0.0131 0.0913 0.6503 -0.645
C -0.9550 1.7633 -1.5315 -0.3313 0.0265 -0.9944 0.933
O -0.4854 1.6200 -0.4119 0.4025 0.1810 -0.8733 -0.698
C -2.4262 1.4866 -1.8974 0.0635 -0.0339 0.4287 -0.175
N -2.5883 1.9097 -3.2941 -0.0990 -0.3858 -0.1601 -0.662
C -3.3895 3.1417 -3.3236 -0.1650 0.4476 -0.1650 -0.224
C -3.3558 3.6641 -1.8873 -0.0474 -0.1656 -0.1303 -0.420
C -3.3683 2.3734 -1.0761 0.2000 0.0890 0.0400 -0.393
H -2.6345 0.4286 -1.7186 0.1369 0.1016 -0.1262 0.261
H -2.9647 1.1868 -3.8936 0.0782 0.0021 0.1602 0.395
H -0.9133 2.2861 -3.2970 -0.1318 -0.2701 0.3446 0.521
H -4.4208 2.9404 -3.6317 0.0644 -0.0152 -0.0036 0.185
H -2.9438 3.8436 -4.0328 -0.1657 0.0234 0.0207 0.199
H -4.1980 4.3176 -1.6782 -0.0077 0.0828 0.0604 0.227
H -2.4298 4.2112 -1.7133 0.0302 0.1131 0.0620 0.215
H -4.3652 1.9336 -1.0658 0.0236 -0.0962 0.0358 0.222
H -3.0240 2.4606 -0.0477 -0.1601 0.0614 -0.0902 0.256
```
Forces are in eV/Å.

- E_LUMO (eV) = -0.7135
- HOMO-LUMO gap (eV) = 7.0
- E_HOMO (eV) = -7.68
- energy (Eh) = -6123.598762